(1)
{
  "formula": "C29H26CoN11S",
  "method": "ωB97M-V/def2-TZVPD",
  "homo_lumo_gap_ev": [4.51, 4.54],
  "homo_energy_ev": [-4.77, -4.80],
  "total_charge": 0,
  "symbols": ["Co", "C", "C", "C", "C", "C", "N", "C", "C", "C", "C", "C", "C", "C", "N", "C", "C", "C", "N", "C", "C", "N", "C", "C", "C", "N", "H", "H", "H", "H", "H", "H", "H", "H", "H", "H", "H", "H", "H", "H", "H", "H", "H", "H", "N", "C", "N", "C", "N", "N", "C", "N", "C", "C", "C", "C", "C", "N", "H", "H", "H", "H", "H", "H", "H", "H", "S", "C"],
  "positions_angstrom": [[0.215, 0.322, -0.162], [3.562, -5.697, 0.557], [2.551, -4.605, 0.311], [1.653, -4.673, -0.755], [0.743, -3.665, -0.988], [0.643, -2.526, -0.163], [-0.274, -1.518, -0.424], [-1.523, -1.881, -0.906], [-2.186, -3.048, -0.471], [-3.445, -3.397, -0.908], [-4.146, -2.586, -1.797], [-5.531, -2.951, -2.271], [-3.524, -1.428, -2.223], [-2.236, -1.083, -1.818], [-1.643, 0.076, -2.405], [-2.032, 0.660, -3.564], [-1.233, 1.755, -3.769], [-0.362, 1.768, -2.675], [-0.611, 0.749, -1.859], [1.566, -2.465, 0.897], [2.498, -3.479, 1.109], [1.562, -1.365, 1.800], [2.004, -1.368, 3.080], [1.849, -0.097, 3.573], [1.297, 0.633, 2.514], [1.126, -0.142, 1.450], [3.185, -6.657, 0.204], [3.797, -5.789, 1.618], [4.497, -5.495, 0.027], [1.684, -5.528, -1.423], [0.077, -3.734, -1.838], [-1.675, -3.687, 0.235], [-3.906, -4.308, -0.538], [-5.645, -4.034, -2.328], [-5.734, -2.530, -3.257], [-6.295, -2.574, -1.586], [-4.067, -0.770, -2.890], [-2.815, 0.249, -4.175], [-1.269, 2.452, -4.588], [0.423, 2.474, -2.464], [3.209, -3.381, 1.922], [2.356, -2.266, 3.557], [2.103, 0.263, 4.555], [1.018, 1.674, 2.491], [-3.060, 0.151, 1.347], [-2.567, 1.410, 1.312], [-3.387, 2.387, 1.713], [-2.862, 3.613, 1.655], [-3.668, 4.638, 2.037], [-1.635, 3.924, 1.245], [-0.907, 2.878, 0.822], [-1.325, 1.593, 0.842], [0.425, 3.125, 0.308], [0.969, 4.420, 0.248], [2.221, 4.607, -0.278], [2.939, 3.485, -0.740], [2.357, 2.242, -0.643], [1.128, 2.040, -0.147], [-3.927, 0.054, 1.849], [-2.394, -0.606, 1.441], [-4.526, 4.403, 2.500], [-3.246, 5.534, 2.195], [0.369, 5.236, 0.626], [2.657, 5.596, -0.339], [3.928, 3.587, -1.167], [2.881, 1.358, -0.986], [-1.466, -3.257, 3.298], [-1.211, -1.910, 2.628]],
  "lowdin_charge": [0.23, -0.06, -0.29, -0.05, -0.02, -0.24, -0.01, -0.24, -0.05, -0.05, -0.29, -0.06, 0.00, -0.11, -0.03, -0.06, -0.05, -0.12, 0.02, -0.13, 0.00, -0.07, -0.09, -0.06, -0.13, 0.00, 0.07, 0.07, 0.08, 0.11, 0.12, 0.09, 0.11, 0.07, 0.07, 0.08, 0.11, 0.11, 0.09, 0.10, 0.11, 0.12, 0.09, 0.10, 0.18, -0.42, 0.17, -0.46, 0.15, 0.17, -0.26, 0.17, -0.19, 0.00, -0.05, -0.04, -0.11, 0.01, 0.10, 0.00, 0.10, 0.10, 0.11, 0.11, 0.11, 0.12, 0.75, -0.52]
}



(2)
{
  "formula": "C29H26CsF4N5O4",
  "method": "ωB97M-V/def2-TZVPD",
  "homo_lumo_gap_ev": 5.60,
  "homo_energy_ev": -1.65,
  "total_charge": -2,
  "e_above_lowest_kcal_mol": 8.84,
  "symbols": ["Cs", "C", "N", "C", "C", "C", "N", "C", "C", "F", "C", "F", "C", "C", "F", "C", "F", "H", "H", "H", "H", "H", "H", "H", "H", "H", "H", "H", "O", "C", "C", "C", "C", "C", "C", "C", "O", "N", "O", "O", "H", "H", "H", "H", "C", "N", "C", "C", "C", "C", "C", "N", "C", "C", "C", "C", "C", "C", "H", "H", "H", "H", "H", "H", "H", "H", "H", "H", "H"],
  "positions_angstrom": [[0.577, 0.024, 1.221], [-0.805, -0.372, -2.671], [-1.501, 0.708, -2.005], [-2.110, 1.589, -2.973], [-2.472, 0.178, -1.054], [-3.064, 1.182, -0.063], [-2.108, 1.517, 0.964], [-2.517, 2.046, 2.090], [-1.554, 2.288, 3.135], [-0.250, 2.002, 2.863], [-1.859, 2.798, 4.363], [-0.858, 2.965, 5.267], [-3.153, 3.157, 4.734], [-4.106, 2.982, 3.746], [-5.393, 3.343, 4.015], [-3.830, 2.474, 2.500], [-4.873, 2.432, 1.613], [-1.485, -0.971, -3.308], [-0.361, -1.042, -1.937], [-0.015, 0.028, -3.310], [-2.597, 2.427, -2.478], [-2.868, 1.065, -3.591], [-1.344, 1.990, -3.642], [-1.969, -0.598, -0.475], [-3.317, -0.305, -1.586], [-3.964, 0.698, 0.341], [-3.425, 2.072, -0.601], [-3.392, 3.539, 5.712], [-0.601, -1.607, 2.856], [-1.060, -2.722, 2.988], [-1.233, -3.735, 1.961], [-1.693, -4.970, 2.383], [-1.863, -6.018, 1.495], [-1.559, -5.836, 0.126], [-1.114, -4.636, -0.322], [-0.933, -3.488, 0.553], [-0.559, -2.392, 0.113], [-2.338, -7.278, 1.959], [-2.466, -8.195, 1.146], [-2.562, -7.429, 3.159], [-1.388, -3.062, 3.997], [-1.922, -5.128, 3.430], [-1.691, -6.673, -0.546], [-0.878, -4.484, -1.367], [2.966, 3.140, -0.787], [2.956, 1.809, -0.211], [4.089, 1.228, -0.078], [4.286, -0.073, 0.495], [5.516, -0.737, 0.638], [5.221, -1.958, 1.249], [3.828, -1.952, 1.437], [3.259, -0.828, 0.988], [2.861, 3.105, -2.292], [1.778, 2.449, -2.880], [1.648, 2.403, -4.256], [2.597, 3.011, -5.072], [3.675, 3.662, -4.497], [3.804, 3.707, -3.113], [3.850, 3.721, -0.484], [2.087, 3.672, -0.407], [5.018, 1.738, -0.391], [6.484, -0.366, 0.330], [5.910, -2.744, 1.521], [3.225, -2.733, 1.884], [1.045, 1.974, -2.238], [0.802, 1.890, -4.698], [2.495, 2.972, -6.150], [4.423, 4.134, -5.124], [4.651, 4.213, -2.664]],
  "lowdin_charge": [1.32, -0.11, -0.26, -0.11, -0.22, -0.25, -0.03, -0.24, -0.17, -0.12, -0.25, 0.05, -0.01, -0.25, 0.03, -0.14, 0.02, 0.09, 0.06, 0.06, 0.07, 0.08, 0.06, 0.08, 0.12, 0.11, 0.10, 0.10, -0.22, -0.23, -0.11, 0.03, -0.19, -0.02, 0.00, -0.38, -0.14, -0.38, 0.00, 0.01, 0.12, 0.12, 0.11, 0.11, -0.21, -0.01, -0.15, -0.39, -0.12, -0.16, -0.24, -0.13, -0.21, -0.02, -0.09, -0.12, -0.11, -0.06, 0.10, 0.12, 0.12, 0.07, 0.06, 0.08, 0.11, 0.09, 0.09, 0.09, 0.10]
}



(3)
{
  "formula": "C29H26F3N2O",
  "method": "ωB97M-V/def2-TZVPD",
  "homo_lumo_gap_ev": 3.41,
  "homo_energy_ev": -9.22,
  "total_charge": 1,
  "e_above_lowest_kcal_mol": 36.40,
  "symbols": ["C", "N", "C", "C", "C", "C", "N", "C", "C", "C", "C", "C", "C", "C", "C", "O", "C", "C", "H", "H", "H", "H", "H", "H", "H", "H", "H", "H", "H", "H", "H", "H", "H", "H", "F", "C", "F", "F", "C", "C", "C", "C", "C", "C", "C", "C", "C", "C", "C", "C", "C", "H", "H", "H", "H", "H", "H", "H", "H", "H", "H"],
  "positions_angstrom": [[1.872, -4.299, -4.920], [1.951, -3.977, -3.506], [2.054, -5.119, -2.612], [1.628, -2.719, -3.024], [0.401, -2.093, -3.331], [0.115, -0.850, -2.824], [1.033, -0.143, -2.074], [0.814, 1.155, -1.651], [-0.468, 1.745, -1.542], [-0.579, 3.213, -1.186], [-1.860, 3.789, -1.209], [-2.053, 5.132, -0.897], [-0.960, 5.933, -0.541], [0.322, 5.376, -0.513], [0.510, 4.028, -0.840], [-1.525, 1.088, -1.706], [2.240, -0.747, -1.771], [2.532, -2.017, -2.186], [1.986, -3.382, -5.510], [2.686, -4.990, -5.180], [0.917, -4.780, -5.182], [2.172, -4.771, -1.578], [1.149, -5.750, -2.670], [2.915, -5.742, -2.889], [-0.356, -2.599, -3.929], [-0.840, -0.372, -2.987], [1.708, 1.708, -1.375], [-2.716, 3.159, -1.455], [-3.065, 5.540, -0.912], [-1.115, 6.983, -0.284], [1.184, 5.992, -0.241], [1.514, 3.606, -0.829], [2.920, -0.137, -1.183], [3.495, -2.459, -1.930], [3.140, -3.070, 4.231], [1.892, -3.632, 4.137], [2.018, -4.787, 3.419], [1.510, -3.983, 5.411], [0.905, -2.680, 3.533], [0.033, -3.119, 2.536], [-0.902, -2.241, 2.023], [-0.993, -0.893, 2.492], [-1.999, -0.065, 1.935], [-2.133, 1.341, 2.058], [-3.385, 1.933, 1.707], [-3.579, 3.299, 1.805], [-2.538, 4.127, 2.250], [-1.289, 3.581, 2.559], [-1.074, 2.213, 2.453], [-0.108, -0.502, 3.549], [0.845, -1.381, 4.037], [0.087, -4.142, 2.171], [-1.607, -2.576, 1.256], [-2.787, -0.580, 1.378], [-4.178, 1.271, 1.350], [-4.539, 3.729, 1.516], [-2.692, 5.203, 2.315], [-0.468, 4.229, 2.874], [-0.079, 1.809, 2.642], [-0.191, 0.483, 4.013], [1.534, -1.067, 4.820]],
  "lowdin_charge": [-0.06, -0.23, -0.06, -0.24, 0.03, 0.01, -0.04, -0.06, -0.41, -0.15, -0.04, -0.10, -0.09, -0.08, -0.04, -0.06, -0.02, 0.02, 0.10, 0.09, 0.09, 0.08, 0.09, 0.09, 0.13, 0.12, 0.09, 0.11, 0.11, 0.11, 0.11, 0.10, 0.13, 0.13, 0.13, -0.51, 0.13, 0.14, -0.08, 0.02, 0.03, -0.17, 0.14, -0.18, 0.02, -0.04, -0.01, -0.03, 0.01, 0.03, 0.03, 0.13, 0.13, 0.15, 0.13, 0.13, 0.13, 0.13, 0.11, 0.12, 0.14]
}



Values of largest force on an atom, in order: 2.5; 1.6; 1.9, all in eV/Å.